No. 1
{"formula": "C5H10N2S", "method": "ωB97M-V with the def2-TZVPD basis set", "smiles": "CCS/C=N/N1CC1", "molar_mass_g_mol": 130.22, "gap_ev": 9.6, "relative_energy_kj_mol": 286.5, "symbols": ["C", "C", "C", "C", "C", "H", "H", "H", "H", "H", "H", "H", "H", "H", "H", "N", "N", "S"], "xyz": [[0.87022, 2.29387, -0.57754], [1.29432, 1.78826, 0.75771], [-0.85126, 0.23274, 1.36221], [-1.14632, -1.95289, -1.22991], [-0.26458, -2.65082, -0.26899], [0.42599, 1.35399, -1.10862], [1.82734, 2.57377, -1.09611], [0.18360, 3.15993, -0.52416], [1.64319, 0.77520, 0.66732], [2.00443, 2.42943, 1.24935], [-1.80105, 0.00726, 1.80799], [-0.65535, -1.19701, -1.88338], [-2.05607, -2.45509, -1.60588], [-0.49671, -3.63011, 0.17933], [0.74177, -2.37732, -0.27119], [-0.37580, -0.45141, 0.40552], [-1.20874, -1.60307, 0.22199], [-0.13500, 1.70326, 1.91436]], "nbo_charge": [-0.63, -0.51, -0.08, -0.28, -0.27, 0.23, 0.21, 0.22, 0.24, 0.22, 0.20, 0.21, 0.21, 0.21, 0.21, -0.36, -0.28, 0.25]}

***

No. 2
{"formula": "C27H35F6FeN3O9S3Sb", "method": "ωB97M-V with the def2-TZVPD basis set", "molar_mass_g_mol": 933.38, "gap_ev": [8.2, 7.1], "s2": 8.762, "relative_energy_kj_mol": 15.0, "multiplicity": 6, "symbols": ["Fe", "F", "C", "F", "F", "S", "O", "O", "N", "S", "O", "O", "C", "F", "F", "F", "C", "C", "C", "Sb", "C", "C", "C", "C", "C", "C", "H", "H", "H", "H", "H", "H", "H", "H", "H", "H", "H", "H", "H", "H", "H", "H", "H", "H", "H", "H", "H", "O", "C", "C", "C", "C", "O", "N", "H", "H", "H", "H", "O", "S", "C", "C", "C", "C", "C", "C", "C", "C", "C", "C", "C", "C", "H", "H", "H", "H", "H", "H", "H", "H", "H", "H", "O", "N", "O"], "xyz": [[0.58274, -0.46959, 0.06229], [-0.29042, -2.71389, 1.71548], [-1.57062, -3.04288, 1.56210], [-2.27512, -2.47585, 2.53924], [-1.69393, -4.36209, 1.64056], [-2.21149, -2.43357, -0.06138], [-1.66280, -1.07767, -0.16979], [-3.62742, -2.55647, 0.04365], [-1.60748, -3.39423, -1.13871], [-0.30370, -2.95300, -1.92392], [0.73715, -2.42740, -1.04532], [-0.56864, -2.24986, -3.14229], [0.32800, -4.61194, -2.41114], [-0.60106, -5.28870, -3.07220], [1.38417, -4.43091, -3.20375], [0.69883, -5.30381, -1.34360], [-3.96359, 4.57034, 0.32497], [-2.57550, 3.95037, 0.18379], [-1.77901, 4.60978, -0.93808], [-2.41540, 1.79589, -0.03069], [-3.51933, 1.45700, -1.91007], [-3.52047, 0.00876, -2.38019], [-4.94788, 1.99364, -1.88560], [-3.48231, 0.97864, 1.64904], [-3.34041, 1.89376, 2.85998], [-4.93178, 0.63004, 1.34085], [-3.86788, 5.55303, 0.79451], [-4.64579, 3.98405, 0.93943], [-4.43227, 4.73351, -0.64319], [-2.03542, 4.08712, 1.11878], [-2.25250, 4.45543, -1.91106], [-0.75859, 4.22670, -0.99431], [-1.71621, 5.68869, -0.77576], [-2.91110, 2.06291, -2.58958], [-4.10840, -0.62190, -1.71192], [-2.52578, -0.42303, -2.45838], [-3.98228, -0.04358, -3.37072], [-5.60725, 1.31238, -1.35215], [-5.31442, 2.05995, -2.91470], [-5.04671, 2.97679, -1.44149], [-2.92172, 0.06134, 1.82813], [-3.93370, 2.80169, 2.75199], [-2.30711, 2.18361, 3.04413], [-3.69904, 1.37267, 3.75056], [-5.51687, 1.51071, 1.07213], [-5.38880, 0.19440, 2.23364], [-5.01344, -0.10861, 0.54357], [2.15920, -1.33291, 1.22186], [3.01009, -0.52918, 0.78898], [4.48264, -0.52376, 1.10318], [4.97726, 0.65288, 0.26473], [3.72045, 1.17018, -0.44126], [3.71280, 2.09469, -1.22286], [2.62435, 0.43100, -0.05352], [4.91726, -1.48500, 0.82974], [4.62252, -0.39439, 2.17603], [5.71824, 0.38262, -0.48651], [5.39660, 1.46252, 0.86010], [0.06286, 0.57195, -1.69919], [-0.05535, 0.79102, -3.19395], [1.47122, 0.26665, -3.96001], [1.55332, 0.36492, -5.34139], [2.70954, -0.05797, -5.97324], [3.76154, -0.57572, -5.22646], [3.65571, -0.67256, -3.84854], [2.50103, -0.25089, -3.20233], [0.12304, 2.54364, -3.41076], [-0.78293, 3.17490, -4.24869], [-0.67432, 4.54618, -4.44006], [0.32448, 5.25475, -3.78855], [1.22154, 4.60330, -2.94901], [1.12909, 3.23526, -2.75127], [0.72843, 0.76333, -5.91851], [2.78917, 0.01306, -7.04957], [4.66261, -0.90624, -5.72427], [4.47313, -1.07639, -3.26700], [2.40699, -0.32004, -2.12859], [-1.56496, 2.60719, -4.73714], [-1.37104, 5.05727, -5.08969], [0.40338, 6.32359, -3.93404], [2.00519, 5.15603, -2.44894], [1.83768, 2.72350, -2.10975], [-0.29315, 2.65388, 1.46318], [0.25878, 1.69178, 1.96669], [-0.25576, 0.56556, 1.64170]], "mulliken_charge": [1.01, -0.17, 0.62, -0.22, -0.24, 1.17, -0.14, -0.65, -0.71, 1.36, -0.75, -0.69, 0.39, -0.20, -0.19, -0.21, -1.79, 0.41, -1.45, -0.09, 1.61, -1.31, -1.42, 1.29, -1.44, -1.39, 0.40, 0.31, 0.45, 0.51, 0.25, 0.21, 0.53, -0.57, 0.21, 0.09, 0.54, 0.33, 0.43, 0.24, -0.19, 0.28, 0.32, 0.46, 0.30, 0.49, 0.23, -0.53, 0.21, -0.57, -0.60, 0.15, -0.70, 0.19, 0.27, 0.32, 0.29, 0.30, 0.57, 0.18, 0.67, -0.76, -0.76, -0.58, -0.94, -0.10, 1.03, -0.42, -0.70, -0.47, -0.55, -0.71, 0.47, 0.41, 0.41, 0.49, 0.25, 0.49, 0.43, 0.40, 0.47, 0.36, -0.25, -0.17, -0.21]}

***

No. 3
{"formula": "C9H10N2O", "method": "ωB97M-V with the def2-TZVPD basis set", "molar_mass_g_mol": 162.19, "gap_ev": 8.8, "relative_energy_kj_mol": 645.6, "symbols": ["C", "C", "C", "C", "C", "C", "C", "C", "C", "H", "H", "H", "H", "H", "H", "H", "H", "H", "H", "N", "N", "O"], "xyz": [[2.93336, -0.99103, 0.55739], [1.85777, -0.88898, -0.48652], [1.16012, 1.49916, -0.17908], [-1.10763, 1.22574, 0.03274], [-2.52437, 1.35690, 0.12607], [-3.30590, 0.24925, 0.08852], [-2.64346, -0.99062, -0.02346], [-1.26000, -1.24086, -0.08196], [-0.46991, -0.25067, -0.16973], [3.82261, -1.67225, 0.33440], [3.71508, -0.18870, 0.78955], [2.40716, -1.29193, 1.68259], [2.41425, -0.62464, -1.63639], [1.12572, -1.85388, -0.47298], [0.18213, 3.02893, 0.11148], [-2.99537, 2.25308, 0.31965], [-4.24054, 0.32734, -0.15410], [-3.65466, -2.03186, 0.00712], [-0.49138, -2.11754, -0.58442], [0.85804, 0.19048, -0.14511], [-0.02582, 2.06217, 0.07515], [2.24282, 1.94991, -0.19093]], "nbo_charge": [-0.67, -0.21, 0.76, 0.17, -0.26, -0.24, -0.15, -0.30, 0.17, 0.23, 0.26, 0.21, 0.22, 0.21, 0.43, 0.21, 0.21, 0.19, 0.22, -0.44, -0.60, -0.61]}

***

No. 4
{"formula": "C19H14CoN7O4S3", "method": "ωB97M-V with the def2-TZVPD basis set", "molar_mass_g_mol": 559.50, "gap_ev": 6.5, "relative_energy_kj_mol": 82.1, "symbols": ["Co", "C", "S", "C", "S", "N", "N", "C", "C", "C", "C", "C", "C", "N", "H", "H", "H", "H", "H", "H", "H", "H", "N", "C", "O", "C", "C", "N", "C", "N", "H", "H", "O", "C", "N", "S", "O", "O", "C", "C", "C", "C", "C", "C", "H", "H", "H", "H"], "xyz": [[0.37996, -0.18460, -0.00008], [-4.09680, -1.64283, -1.85037], [-4.09872, -0.94586, -0.19002], [-2.47876, -0.34372, -0.03436], [-1.37008, -0.30857, -1.37466], [-2.17690, 0.14502, 1.13100], [-0.91597, 0.65087, 1.05205], [-0.58466, 1.73460, 1.62932], [0.62416, 2.33904, 1.07203], [1.18848, 3.51471, 1.52822], [2.25075, 4.05406, 0.82244], [2.70466, 3.41049, -0.31741], [2.09618, 2.22993, -0.70944], [1.08061, 1.70688, -0.03024], [-5.08935, -2.07242, -1.97715], [-3.34928, -2.42650, -1.94242], [-3.94079, -0.87674, -2.60611], [-1.23466, 2.21632, 2.34767], [0.80607, 3.97749, 2.42701], [2.71869, 4.96990, 1.15798], [3.52143, 3.80829, -0.90260], [2.41626, 1.68032, -1.58396], [0.57978, -3.95756, 0.99523], [0.22221, -2.73073, 1.43967], [-0.18739, -1.90858, 0.53014], [0.21434, -2.46700, 2.81136], [0.69808, -3.46506, 3.69514], [1.12954, -4.31354, 4.34827], [-0.21488, -1.22433, 3.33473], [-0.55665, -0.20934, 3.76400], [1.01340, -4.60098, 1.63759], [0.85250, -4.01059, 0.02840], [2.70110, 1.01440, 2.67189], [2.99291, 0.31838, 1.73292], [2.13205, -0.54807, 1.07579], [2.81483, -1.19298, -0.23112], [3.06535, -2.59889, -0.24402], [1.88612, -0.72629, -1.29463], [4.34084, -0.32862, -0.15266], [5.43844, -0.37321, -0.99087], [6.54974, 0.36410, -0.60465], [6.55075, 1.08985, 0.58638], [5.43999, 1.10599, 1.41947], [4.32701, 0.38336, 1.03128], [5.43445, -0.95691, -1.90156], [7.43148, 0.36739, -1.23165], [7.43736, 1.64423, 0.86499], [5.42516, 1.66164, 2.34802]], "nbo_charge": [1.08, -0.76, 0.36, -0.07, -0.03, -0.35, -0.17, 0.12, 0.17, -0.19, -0.13, -0.24, 0.07, -0.44, 0.24, 0.24, 0.23, 0.24, 0.24, 0.23, 0.24, 0.23, -0.79, 0.69, -0.75, -0.54, 0.31, -0.38, 0.34, -0.41, 0.41, 0.41, -0.55, 0.66, -0.95, 2.29, -0.90, -0.95, -0.26, -0.20, -0.19, -0.19, -0.16, -0.14, 0.24, 0.23, 0.23, 0.24]}